No. 1
The following is a quantum chemistry calculation of a 2-piece molecular cluster, C8H16N3 overall in a non-equilibrium geometry, from OMol25.

HOMO (eV): -11.99
Total charge: +1
ΔE to the lowest compared entry with this formula, charge and spin (kJ/mol): 152.9
Molar mass (g/mol): 154.24
Multiplicity: 1
HOMO-LUMO gap (eV): 8.31

Last columns: bonded neighbours and bond lengths (Å).
Element x y z (Å)
1 C 2.929 0.687 -0.788  C2 1.368, N9 1.354, H12 1.133
2 C 1.601 0.688 -1.117  C1 1.368, N10 1.406, H13 0.982
3 C 1.871 -0.790 0.413  N9 1.351, N10 1.292, H14 1.030
4 C -2.213 1.958 0.898  C8 1.492, H15 1.038, H16 1.102, H17 1.079
5 C 4.271 -0.835 0.721  N9 1.432, H18 1.103, H19 1.164, H20 1.035
6 C -1.642 -1.596 -0.288  N11 1.455, H21 1.141, H22 1.088, H23 1.015
7 C -3.477 0.045 -0.786  N11 1.491, H24 1.128, H25 1.157, H26 1.099
8 C -1.579 0.642 0.592  C4 1.492, N11 1.298, H27 1.063
9 N 3.084 -0.237 0.190  C1 1.354, C3 1.351, C5 1.432
10 N 0.934 -0.186 -0.241  C2 1.406, C3 1.292
11 N -2.143 -0.234 -0.181  C6 1.455, C7 1.491, C8 1.298
12 H 3.807 1.250 -1.229  C1 1.133
13 H 1.048 1.158 -1.779  C2 0.982
14 H 1.687 -1.505 1.130  C3 1.030
15 H -1.644 2.459 1.606  C4 1.038
16 H -3.245 1.843 1.266  C4 1.102
17 H -2.282 2.534 -0.012  C4 1.079
18 H 4.183 -1.859 1.122  C5 1.103
19 H 5.058 -0.885 -0.134  C5 1.164
20 H 4.602 -0.139 1.411  C5 1.035
21 H -0.946 -1.651 -1.192  C6 1.141
22 H -1.087 -1.898 0.597  C6 1.088
23 H -2.375 -2.272 -0.475  C6 1.015
24 H -3.551 0.970 -1.427  C7 1.128
25 H -3.911 -0.747 -1.508  C7 1.157
26 H -4.243 0.137 -0.004  C7 1.099
27 H -0.737 0.463 1.217  C8 1.063

No. 2
The following is a quantum chemistry calculation of an isolated ion of composition C8H16N3 and charge +1 in a non-equilibrium geometry, from OMol25.

HOMO (alpha / beta) (eV): -9.46 / -13.03
Total charge: +1
ΔE to the lowest compared entry with this formula, charge and spin (kJ/mol): 250.1
Molar mass (g/mol): 154.24
Multiplicity: 3
HOMO-LUMO gap (alpha / beta) (eV): 6.88 / 7.73

Last columns: bonded neighbours and bond lengths (Å).
Element x y z (Å)
1 C 1.415 -1.719 -0.276  C3 1.523, C4 1.532, H12 1.131, H13 1.113
2 C -0.982 1.905 -1.630  C5 1.561, C7 1.504, H14 1.059, H15 1.035
3 C 1.935 -0.359 -0.724  C1 1.523, N9 1.483, H16 1.085, H17 1.065
4 C 0.878 -1.851 1.153  C1 1.532, N10 1.470, H18 1.069, H19 1.135
5 C 0.018 0.720 -1.811  C2 1.561, N9 1.405, H20 1.133, H21 1.206
6 C -1.111 -1.291 2.367  N10 1.226, H22 1.090, H23 1.130
7 C -1.729 1.405 -0.423  C2 1.504, N11 1.479, H24 1.065, H25 1.107
8 C 0.578 0.929 0.585  N9 1.291, N11 1.510
9 N 0.759 0.539 -0.632  C3 1.483, C5 1.405, C8 1.291
10 N -0.261 -1.003 1.531  C4 1.470, C6 1.226
11 N -0.819 1.480 0.740  C7 1.479, C8 1.510, H26 1.010, H27 0.938
12 H 0.787 -2.244 -1.057  C1 1.131
13 H 2.327 -2.352 -0.203  C1 1.113
14 H -0.381 2.752 -1.418  C2 1.059
15 H -1.690 2.117 -2.354  C2 1.035
16 H 2.784 -0.139 -0.085  C3 1.085
17 H 2.273 -0.623 -1.699  C3 1.065
18 H 0.693 -2.879 1.381  C4 1.069
19 H 1.701 -1.447 1.823  C4 1.135
20 H -0.671 -0.172 -1.931  C5 1.133
21 H 0.809 0.822 -2.717  C5 1.206
22 H -1.255 -2.166 3.001  C6 1.090
23 H -1.869 -0.515 2.683  C6 1.130
24 H -2.583 2.004 -0.208  C7 1.065
25 H -1.948 0.326 -0.531  C7 1.107
26 H -0.484 2.427 0.841  N11 1.010
27 H -1.176 1.334 1.596  N11 0.938

No. 3
The following is a quantum chemistry calculation of an isolated ion of composition C8H16N3O and charge +1 in a non-equilibrium geometry, from OMol25.

HOMO (alpha / beta) (eV): -12.57 / -12.57
Total charge: +1
ΔE to the lowest compared entry with this formula, charge and spin (kJ/mol): 406.5
Molar mass (g/mol): 170.24
Multiplicity: 1
HOMO-LUMO gap (alpha / beta) (eV): 7.93 / 7.93

Last columns: bonded neighbours and bond lengths (Å).
Element x y z (Å)
1 C -0.498 -1.733 0.144  C2 1.456, N9 1.310, H13 1.187
2 C 0.954 -1.823 0.114  C1 1.456, N10 1.280, H14 1.077
3 C 1.630 0.372 -0.601  N10 1.389, N11 1.281
4 C -3.408 -1.504 -0.580  C8 1.577, H15 1.198, H16 1.113, H17 1.119
5 C 3.255 -1.270 -0.105  N10 1.474, H18 1.132, H19 1.098, H20 1.069
6 C 1.568 1.577 1.575  N11 1.441, H21 1.135, H22 1.028, H23 1.048
7 C 1.117 2.697 -0.539  N11 1.512, H24 1.111, H25 1.160, H26 1.053
8 C -2.572 -0.436 0.226  C4 1.577, N9 1.507, O12 1.389, H27 1.018
9 N -1.092 -0.577 -0.019  C1 1.310, C8 1.507
10 N 1.826 -0.912 -0.109  C2 1.280, C3 1.389, C5 1.474
11 N 1.500 1.404 0.146  C3 1.281, C6 1.441, C7 1.512
12 O -2.845 0.879 -0.125  C8 1.389, H28 0.963
13 H -1.122 -2.619 0.628  C1 1.187
14 H 1.413 -2.795 0.171  C2 1.077
15 H -4.578 -1.322 -0.393  C4 1.198
16 H -3.248 -2.574 -0.320  C4 1.113
17 H -3.249 -1.340 -1.675  C4 1.119
18 H 3.580 -1.456 0.963  C5 1.132
19 H 3.595 -2.093 -0.747  C5 1.098
20 H 3.804 -0.438 -0.493  C5 1.069
21 H 1.867 2.634 1.866  C6 1.135
22 H 0.632 1.313 1.907  C6 1.028
23 H 2.186 0.937 2.130  C6 1.048
24 H 0.048 2.864 -0.287  C7 1.111
25 H 1.857 3.570 -0.353  C7 1.160
26 H 1.040 2.673 -1.589  C7 1.053
27 H -2.671 -0.568 1.231  C8 1.018
28 H -3.344 0.969 -0.944  O12 0.963

No. 4
The following is a quantum chemistry calculation of one molecule with the formula C8H16N3P in a non-equilibrium geometry, from OMol25.

HOMO (eV): -7.96
ΔE to the lowest compared entry with this formula, charge and spin (kJ/mol): 70.1
Molar mass (g/mol): 185.21
Multiplicity: 1
SMILES: CN=P(C)(C)Cc1nccn1C
HOMO-LUMO gap (eV): 8.76

Last columns: bonded neighbours and bond lengths (Å).
Element x y z (Å)
1 C -2.657 -0.809 0.991  N2 1.423, H13 1.175, H14 1.097, H15 1.138
2 N -1.527 -1.341 0.308  C1 1.423, P3 1.543
3 P -0.010 -1.265 0.577  N2 1.543, C4 1.828, C5 1.886, C6 1.854
4 C 0.938 -2.136 -0.721  P3 1.828, H16 1.093, H17 1.000, H18 1.131
5 C 0.427 -2.247 2.127  P3 1.886, H19 1.165, H20 1.089, H21 1.077
6 C 0.834 0.342 0.951  P3 1.854, C7 1.648, H22 1.113, H23 1.073
7 C 1.097 0.999 -0.538  C6 1.648, N8 1.291, N11 1.376
8 N 2.143 0.885 -1.285  C7 1.291, C9 1.395
9 C 1.848 1.700 -2.379  N8 1.395, C10 1.357, H24 1.056
10 C 0.644 2.315 -2.262  C9 1.357, N11 1.371, H25 1.077
11 N 0.166 1.869 -1.057  C7 1.376, C10 1.371, C12 1.439
12 C -1.020 2.388 -0.428  N11 1.439, H26 1.026, H27 1.048, H28 1.117
13 H -2.778 0.351 0.847  C1 1.175
14 H -2.678 -0.954 2.078  C1 1.097
15 H -3.550 -1.187 0.397  C1 1.138
16 H 0.998 -1.660 -1.703  C4 1.093
17 H 1.795 -2.258 -0.220  C4 1.000
18 H 0.670 -3.215 -0.928  C4 1.131
19 H 1.591 -2.283 2.119  C5 1.165
20 H 0.027 -1.944 3.093  C5 1.089
21 H 0.023 -3.225 1.925  C5 1.077
22 H 1.834 0.130 1.392  C6 1.113
23 H 0.189 0.928 1.577  C6 1.073
24 H 2.411 1.668 -3.271  C9 1.056
25 H 0.372 3.263 -2.695  C10 1.077
26 H -1.424 3.078 -1.070  C12 1.026
27 H -1.724 1.629 -0.262  C12 1.048
28 H -0.639 2.979 0.440  C12 1.117

No. 5
The following is a quantum chemistry calculation of a 2-piece molecular cluster, C8H16N6 overall in a non-equilibrium geometry, from OMol25.

HOMO (alpha / beta) (eV): -8.36 / -8.36
ΔE to the lowest compared entry with this formula, charge and spin (kJ/mol): 389.4
Molar mass (g/mol): 196.26
Multiplicity: 1
HOMO-LUMO gap (alpha / beta) (eV): 8.00 / 8.00

Last columns: bonded neighbours and bond lengths (Å).
Element x y z (Å)
1 C 3.087 -0.927 -0.912  N10 1.380, N11 1.311, H17 1.032
2 C -1.216 -0.202 1.214  C4 1.568, N13 1.430, H15 1.064, H16 1.133
3 C -0.603 -0.321 -1.052  C5 1.540, N13 1.388, H18 1.154, H29 1.229
4 C -1.071 -1.762 1.175  C2 1.568, N14 1.494, H19 1.071, H20 1.069
5 C -1.662 -1.434 -1.149  C3 1.540, N14 1.416, H21 1.111, H22 1.073
6 C -0.177 2.469 1.476  C8 1.490, H23 1.093, H24 1.098, H25 1.068
7 C 0.294 2.391 -1.000  C8 1.481, H26 1.074, H27 1.035, H28 1.028
8 C -0.112 1.663 0.224  C6 1.490, C7 1.481, N13 1.330
9 N 3.415 -1.843 0.928  N10 1.298, N12 1.305
10 N 4.084 -1.449 -0.113  C1 1.380, N9 1.298
11 N 1.923 -1.071 -0.326  C1 1.311, N12 1.301
12 N 2.132 -1.626 0.832  N9 1.305, N11 1.301
13 N -0.724 0.493 0.066  C2 1.430, C3 1.388, C8 1.330
14 N -1.565 -2.375 -0.095  C4 1.494, C5 1.416, H30 1.029
15 H -2.242 0.080 1.183  C2 1.064
16 H -0.793 0.238 2.169  C2 1.133
17 H 3.205 -0.535 -1.859  C1 1.032
18 H -0.654 0.229 -2.065  C3 1.154
19 H -0.039 -1.941 1.398  C4 1.071
20 H -1.742 -2.216 1.872  C4 1.069
21 H -2.555 -0.774 -1.183  C5 1.111
22 H -1.716 -1.923 -2.102  C5 1.073
23 H -0.153 1.938 2.430  C6 1.093
24 H 0.783 2.991 1.585  C6 1.098
25 H -1.021 3.100 1.295  C6 1.068
26 H 1.043 3.158 -0.925  C7 1.074
27 H -0.413 3.064 -1.345  C7 1.035
28 H 0.422 1.698 -1.749  C7 1.028
29 H 0.512 -0.800 -0.856  C3 1.229
30 H -2.492 -2.821 -0.057  N14 1.029

No. 6
The following is a quantum chemistry calculation of an isolated ion of composition C8H16NO and charge +1, from OMol25.

HOMO (eV): -14.67
Total charge: +1
ΔE to the lowest compared entry with this formula, charge and spin (kJ/mol): 0.0
Molar mass (g/mol): 142.22
Multiplicity: 1
SMILES: C[N@H+]1CO[C@@H]2CCCC[C@@H]21
HOMO-LUMO gap (eV): 11.81

Last columns: bonded neighbours and bond lengths (Å).
Element x y z (Å)
1 C -2.784 -0.684 0.490  N2 1.469, H11 1.089, H12 1.089, H13 1.089
2 N -1.632 -0.262 -0.318  C1 1.469, C3 1.530, C10 1.509, H14 1.025
3 C -1.641 1.230 -0.655  N2 1.530, O4 1.367, H15 1.091, H16 1.101
4 O -0.338 1.633 -0.575  C3 1.367, C5 1.423
5 C 0.183 0.974 0.574  O4 1.423, C6 1.522, C10 1.546, H17 1.103
6 C 1.684 1.169 0.728  C5 1.522, C7 1.524, H18 1.091, H19 1.089
7 C 2.491 0.371 -0.289  C6 1.524, C8 1.523, H20 1.089, H21 1.090
8 C 2.090 -1.098 -0.237  C7 1.523, C9 1.528, H22 1.089, H23 1.091
9 C 0.623 -1.233 -0.642  C8 1.528, C10 1.527, H24 1.093, H25 1.092
10 C -0.284 -0.479 0.328  N2 1.509, C5 1.546, C9 1.527, H26 1.090
11 H -2.772 -0.174 1.451  C1 1.089
12 H -3.712 -0.444 -0.027  C1 1.089
13 H -2.746 -1.759 0.659  C1 1.089
14 H -1.639 -0.796 -1.193  N2 1.025
15 H -2.027 1.417 -1.659  C3 1.091
16 H -2.279 1.718 0.098  C3 1.101
17 H -0.326 1.372 1.467  C5 1.103
18 H 1.958 0.860 1.738  C6 1.091
19 H 1.894 2.234 0.629  C6 1.089
20 H 3.550 0.479 -0.065  C7 1.089
21 H 2.315 0.767 -1.290  C7 1.090
22 H 2.703 -1.681 -0.923  C8 1.089
23 H 2.241 -1.493 0.769  C8 1.091
24 H 0.517 -0.807 -1.643  C9 1.093
25 H 0.333 -2.286 -0.675  C9 1.092
26 H -0.404 -1.027 1.262  C10 1.090

Which of these has the highest multiplicity?
number 2

Number 2 is which compound?
C8H16N3

What did the first record say?
The following is a quantum chemistry calculation of a 2-piece molecular cluster, C8H16N3 overall in a non-equilibrium geometry, from OMol25.

HOMO (eV): -11.99
Total charge: +1
ΔE to the lowest compared entry with this formula, charge and spin (kJ/mol): 152.9
Molar mass (g/mol): 154.24
Multiplicity: 1
HOMO-LUMO gap (eV): 8.31

Last columns: bonded neighbours and bond lengths (Å).
Element x y z (Å)
1 C 2.929 0.687 -0.788  C2 1.368, N9 1.354, H12 1.133
2 C 1.601 0.688 -1.117  C1 1.368, N10 1.406, H13 0.982
3 C 1.871 -0.790 0.413  N9 1.351, N10 1.292, H14 1.030
4 C -2.213 1.958 0.898  C8 1.492, H15 1.038, H16 1.102, H17 1.079
5 C 4.271 -0.835 0.721  N9 1.432, H18 1.103, H19 1.164, H20 1.035
6 C -1.642 -1.596 -0.288  N11 1.455, H21 1.141, H22 1.088, H23 1.015
7 C -3.477 0.045 -0.786  N11 1.491, H24 1.128, H25 1.157, H26 1.099
8 C -1.579 0.642 0.592  C4 1.492, N11 1.298, H27 1.063
9 N 3.084 -0.237 0.190  C1 1.354, C3 1.351, C5 1.432
10 N 0.934 -0.186 -0.241  C2 1.406, C3 1.292
11 N -2.143 -0.234 -0.181  C6 1.455, C7 1.491, C8 1.298
12 H 3.807 1.250 -1.229  C1 1.133
13 H 1.048 1.158 -1.779  C2 0.982
14 H 1.687 -1.505 1.130  C3 1.030
15 H -1.644 2.459 1.606  C4 1.038
16 H -3.245 1.843 1.266  C4 1.102
17 H -2.282 2.534 -0.012  C4 1.079
18 H 4.183 -1.859 1.122  C5 1.103
19 H 5.058 -0.885 -0.134  C5 1.164
20 H 4.602 -0.139 1.411  C5 1.035
21 H -0.946 -1.651 -1.192  C6 1.141
22 H -1.087 -1.898 0.597  C6 1.088
23 H -2.375 -2.272 -0.475  C6 1.015
24 H -3.551 0.970 -1.427  C7 1.128
25 H -3.911 -0.747 -1.508  C7 1.157
26 H -4.243 0.137 -0.004  C7 1.099
27 H -0.737 0.463 1.217  C8 1.063